{
  "formula": "C2H3N3O",
  "method": "ωB97M-V/def2-TZVPD",
  "e_lumo_ev": 0.24,
  "energy_ev": -8637.059,
  "e_above_lowest_ev": 3.4351,
  "homo_ha": -0.35632,
  "orbital_gap_ev": 9.931,
  "symbols": ["O", "N", "N", "N", "C", "C", "H", "H", "H"],
  "coordinates": [[0.85333, 1.74633, 0.17863], [-0.42762, -1.43879, 0.63303], [-0.31546, 0.27129, -0.95738], [0.52222, 0.70833, 1.07439], [0.34085, 1.40760, -1.01435], [-0.09044, -0.15916, 0.31261], [-1.18926, -1.80359, 0.07830], [0.77332, 0.91306, -1.92073], [-0.46694, -1.64508, 1.61551]],
  "forces_ev_per_angstrom": [[0.23, -0.15, -0.68], [-0.21, -0.05, 0.37], [-0.70, -0.55, 0.70], [-0.17, -0.16, -0.13], [0.05, -1.90, -0.09], [-0.46, 0.16, 0.60], [0.11, 0.01, 0.16], [1.19, 2.76, -1.03], [-0.05, -0.12, 0.10]],
  "nbo_charge": [-0.29, -0.79, -0.49, -0.18, 0.23, 0.43, 0.40, 0.30, 0.40]
}

{
  "formula": "C2H3N3O",
  "method": "ωB97M-V/def2-TZVPD",
  "e_lumo_ev": 0.25,
  "energy_ev": -8636.678,
  "e_above_lowest_ev": 3.8166,
  "homo_ha": -0.33137,
  "orbital_gap_ev": 9.268,
  "symbols": ["O", "N", "N", "N", "C", "C", "H", "H", "H"],
  "coordinates": [[-0.36759, 1.01549, -0.24366], [1.90472, 1.11030, -0.63381], [0.61004, -0.70510, 0.54578], [-1.32930, -0.04907, -0.15483], [0.83031, 0.43081, -0.18237], [-0.62265, -0.90255, 0.43143], [2.63887, 0.60397, -0.39497], [-2.40328, 0.23544, -0.27185], [-1.26112, -1.73930, 0.90427]],
  "forces_ev_per_angstrom": [[-2.93, 2.45, -2.61], [-8.13, 0.16, 0.19], [3.10, -1.58, 0.04], [-3.47, 5.99, -2.70], [4.08, 2.96, -0.36], [-2.53, -6.92, 4.06], [4.53, -2.93, 1.39], [3.70, -0.94, 0.72], [1.66, 0.82, -0.74]],
  "nbo_charge": [-0.32, -0.70, -0.54, -0.31, 0.61, 0.28, 0.33, 0.46, 0.20]
}

{
  "formula": "C2H3N3O",
  "method": "ωB97M-V/def2-TZVPD",
  "e_lumo_ev": 0.29,
  "energy_ev": -8637.787,
  "e_above_lowest_ev": 2.7073,
  "homo_ha": -0.38097,
  "orbital_gap_ev": 10.655,
  "symbols": ["O", "N", "N", "N", "C", "C", "H", "H", "H"],
  "coordinates": [[-1.83706, -0.77178, 0.02698], [0.52124, -1.08649, 0.07625], [-0.32991, 1.01144, -0.11115], [1.02857, 1.08922, -0.38747], [1.46130, -0.14047, -0.21264], [-0.57502, -0.36318, 0.03080], [-0.40091, 0.63761, 1.02463], [-2.39006, -0.00887, -0.22200], [2.52185, -0.36749, -0.22539]],
  "forces_ev_per_angstrom": [[-0.12, -0.21, 0.22], [-0.34, -0.16, -0.40], [-0.34, -0.43, 1.15], [0.34, -0.34, 1.03], [0.14, 0.22, -0.03], [0.13, -0.90, -0.90], [0.21, 2.18, -0.90], [0.20, -0.31, 0.08], [-0.21, -0.06, -0.25]],
  "nbo_charge": [-0.62, -0.52, -0.39, -0.30, 0.18, 0.56, 0.39, 0.51, 0.20]
}

{
  "formula": "C2H3N3O",
  "method": "ωB97M-V/def2-TZVPD",
  "e_lumo_ev": 0.34,
  "energy_ev": -8634.799,
  "e_above_lowest_ev": 5.6960,
  "homo_ha": -0.30717,
  "orbital_gap_ev": 8.697,
  "symbols": ["O", "N", "N", "N", "C", "C", "H", "H", "H"],
  "coordinates": [[-1.65435, -0.25109, -0.25462], [0.63434, -0.64834, -0.29526], [-0.22110, 1.37005, 0.60617], [-0.01976, 2.39891, -0.01433], [1.63258, -1.25042, -0.77848], [-0.36045, 0.06316, -0.03028], [-0.33782, 1.33499, 1.63920], [-1.69420, -1.03236, -0.82424], [2.02077, -1.98490, -0.04816]],
  "forces_ev_per_angstrom": [[0.06, -0.13, -0.10], [0.13, -0.05, -0.12], [0.07, 0.45, -0.18], [-0.08, -0.51, 0.31], [-0.39, 0.18, 0.27], [0.31, -0.18, -0.09], [0.01, 0.07, -0.08], [-0.04, 0.06, 0.07], [-0.06, 0.10, -0.08]],
  "nbo_charge": [-0.65, -0.42, -0.28, -0.17, -0.01, 0.56, 0.33, 0.50, 0.15]
}

{
  "formula": "C2H3N3O",
  "method": "ωB97M-V/def2-TZVPD",
  "e_lumo_ev": 0.77,
  "energy_ev": -8637.729,
  "e_above_lowest_ev": 2.7656,
  "homo_ha": -0.36309,
  "orbital_gap_ev": 10.654,
  "symbols": ["O", "N", "N", "N", "C", "C", "H", "H", "H"],
  "coordinates": [[-1.99410, -0.43481, -0.39120], [1.28062, -0.56112, 0.22557], [0.18100, -1.24255, -0.04141], [1.22378, 0.75487, 0.12937], [-0.02029, 0.98048, -0.26579], [-0.65432, -0.26975, -0.38503], [-0.44367, 1.97075, -0.37920], [2.11777, -1.03146, 0.51057], [-1.69078, -0.16642, 0.59713]],
  "forces_ev_per_angstrom": [[0.51, 0.64, 3.05], [0.50, 0.20, -0.02], [0.03, 0.52, -0.41], [0.17, -0.28, -0.10], [0.33, -0.04, -0.12], [1.96, 0.05, -0.89], [0.21, -0.21, -0.10], [0.19, -0.01, 0.01], [-3.91, -0.87, -1.43]],
  "nbo_charge": [-0.63, -0.16, -0.27, -0.21, -0.17, 0.29, 0.23, 0.40, 0.51]
}

{
  "formula": "C2H3N3O",
  "method": "ωB97M-V/def2-TZVPD",
  "e_lumo_ev": -0.19,
  "energy_ev": -8635.135,
  "e_above_lowest_ev": 5.3597,
  "homo_ha": -0.35233,
  "orbital_gap_ev": 9.401,
  "symbols": ["O", "N", "N", "N", "C", "C", "H", "H", "H"],
  "coordinates": [[-0.80763, 0.58495, -1.01507], [0.97788, 0.03758, 1.25593], [1.76940, -0.75343, -0.73754], [1.15653, 0.14327, -1.13064], [0.22091, 0.59315, -0.10344], [1.81706, -0.66919, 0.69766], [-1.70987, 1.07374, -0.87381], [0.16614, 1.60434, 0.24460], [2.53319, -1.00999, 1.34771]],
  "forces_ev_per_angstrom": [[-5.58, -0.96, 0.25], [-4.50, 0.21, -1.01], [5.95, -5.33, 1.34], [-2.69, 4.27, -2.77], [1.10, 3.73, 0.55], [-0.71, -0.18, 0.34], [2.85, -1.26, 0.63], [1.22, 1.03, 0.12], [2.37, -1.52, 0.55]],
  "nbo_charge": [-0.68, -0.37, -0.15, -0.08, 0.26, 0.14, 0.50, 0.17, 0.20]
}

{
  "formula": "C2H3N3O",
  "method": "ωB97M-V/def2-TZVPD",
  "e_lumo_ev": 0.10,
  "energy_ev": -8637.154,
  "e_above_lowest_ev": 3.3404,
  "homo_ha": -0.37857,
  "orbital_gap_ev": 10.397,
  "symbols": ["O", "N", "N", "N", "C", "C", "H", "H", "H"],
  "coordinates": [[-1.48639, -0.81980, -0.52555], [1.97420, 2.18969, 0.43311], [1.12896, -0.99527, 0.14867], [-0.86751, 0.25524, -0.03673], [1.38116, 1.24155, 0.09788], [0.50469, 0.14315, 0.00316], [-1.82426, -1.26115, 0.39288], [0.47903, -1.74461, 0.05260], [-1.28988, 0.99120, -0.56602]],
  "forces_ev_per_angstrom": [[-2.34, -4.50, 3.45], [-0.91, -1.85, -1.06], [-0.33, 2.30, -0.58], [0.63, 3.03, -0.21], [0.89, 3.76, 1.42], [1.51, -4.03, 0.41], [0.73, 0.92, -3.55], [-0.68, -0.86, 0.01], [0.50, 1.22, 0.10]],
  "nbo_charge": [-0.53, -0.24, -0.59, -0.31, 0.23, 0.26, 0.47, 0.34, 0.37]
}

{
  "formula": "C2H3N3O",
  "method": "ωB97M-V/def2-TZVPD",
  "e_lumo_ev": [-0.42, -0.42],
  "energy_ev": -8635.858,
  "e_above_lowest_ev": 4.6363,
  "homo_ha": [-0.34307, -0.34305],
  "orbital_gap_ev": [8.915, 8.915],
  "symbols": ["O", "N", "N", "N", "C", "C", "H", "H", "H"],
  "coordinates": [[1.93372, -0.43746, 0.22142], [-0.01456, 1.37263, 0.26569], [0.20999, -0.66679, -0.74560], [-1.10591, 0.59418, 0.40908], [0.81733, 0.50827, -0.38514], [-0.90343, -0.64687, -0.10900], [2.63190, -0.18867, -0.36339], [-2.01232, 0.95453, 0.66470], [-1.55672, -1.48981, 0.04223]],
  "forces_ev_per_angstrom": [[0.68, 4.63, 0.20], [1.28, -1.07, 0.40], [-2.28, -0.79, -0.81], [-0.20, 0.39, 0.09], [-0.14, -3.76, 1.72], [-0.83, 0.17, -1.20], [1.65, -0.12, -0.33], [0.22, 0.35, 0.14], [-0.40, 0.19, -0.21]],
  "nbo_charge": [-0.64, -0.26, -0.41, -0.34, 0.42, 0.14, 0.47, 0.41, 0.21]
}

{
  "formula": "C2H3N3O",
  "method": "ωB97M-V/def2-TZVPD",
  "e_lumo_ev": [-2.35, -2.67],
  "energy_ev": -8635.124,
  "e_above_lowest_ev": 5.3708,
  "homo_ha": [-0.38557, -0.38167],
  "orbital_gap_ev": [8.145, 7.712],
  "symbols": ["O", "N", "N", "N", "C", "C", "H", "H", "H"],
  "coordinates": [[1.40542, 0.08241, -1.47372], [-0.04552, -0.08558, 0.28097], [-1.88034, -0.92642, -0.91010], [-2.96354, -2.10563, 0.93099], [0.97172, 0.14902, -0.35787], [-2.54893, -1.61689, -0.02922], [-1.15532, -1.42542, -1.43201], [1.69867, 0.60704, 0.38982], [-0.56832, -0.12196, 1.07506]],
  "forces_ev_per_angstrom": [[-0.13, -0.49, -1.50], [-3.67, -1.59, -0.91], [0.10, 0.54, -0.28], [-1.16, -0.76, 1.24], [4.21, 1.68, -0.70], [1.87, 0.60, -1.07], [-0.33, -0.20, 0.12], [0.03, 0.01, 0.44], [-0.93, 0.23, 2.65]],
  "nbo_charge": [-0.58, -0.46, -0.48, -0.28, 0.46, 0.34, 0.40, 0.18, 0.42]
}

{
  "formula": "C2H3N3O",
  "method": "ωB97M-V/def2-TZVPD",
  "e_lumo_ev": -0.38,
  "energy_ev": -8636.925,
  "e_above_lowest_ev": 3.5692,
  "homo_ha": -0.36964,
  "orbital_gap_ev": 9.680,
  "symbols": ["O", "N", "N", "N", "C", "C", "H", "H", "H"],
  "coordinates": [[-1.62947, 1.23560, -1.66155], [0.55834, -0.60776, 0.36776], [0.00903, -0.26844, -1.78775], [-0.75052, 0.54360, -1.20022], [-0.50253, 0.45870, 0.32501], [0.85577, -0.81029, -0.85393], [-0.07037, 1.38278, 0.53560], [-1.51258, 0.29738, 0.88445], [1.62994, -1.64525, -1.03071]],
  "forces_ev_per_angstrom": [[-0.07, 0.24, -0.51], [-1.07, 2.02, 1.14], [0.62, 0.44, -2.84], [-0.47, -0.72, 2.30], [-0.74, -2.77, -0.76], [0.35, -2.65, 1.48], [0.63, 1.59, 0.84], [2.05, 0.06, -1.11], [-1.29, 1.79, -0.53]],
  "nbo_charge": [-0.37, -0.42, -0.31, 0.37, -0.17, 0.20, 0.23, 0.25, 0.22]
}